Formula: C25H36ClN5O5S2
Source: the OMol25 dataset
Level of theory: the ωB97M-V functional and the def2-TZVPD basis

Calculated values
energy	-78383.875	eV
E_HOMO	-8.2	eV
net charge	0
frontier orbital gap	7.75	eV
SMILES string	N#COc1c(CCCCl)cc2c(c1N=C=S)Nc1c(CCN)ccc(C[C@H](O)CN)c1S2.CO.CO.CO
molar mass	586.18	g mol⁻¹
E_LUMO	-0.496	eV

```
74
Properties=species:S:1:pos:R:3:forces:R:3
N 1.562595 -2.874232 4.056374 -0.48 -0.10 0.64
C 1.326537 -3.170346 2.972681 1.14 -0.43 -2.67
O 1.389114 -3.422643 1.638517 -0.65 1.08 2.11
C 1.333356 -2.163179 0.967364 -0.51 2.11 -1.56
C 2.490034 -1.290682 0.926939 -1.01 1.02 -1.06
C 3.878111 -1.572843 1.585614 -0.52 0.01 -0.80
C 4.320893 -3.087632 1.582933 0.49 0.58 1.50
C 5.892389 -3.121322 1.846468 -0.77 0.25 -0.18
Cl 6.158306 -3.582740 3.610304 0.17 0.10 -1.02
C 2.346421 0.007485 0.216887 -2.28 -1.25 0.03
C 1.072869 0.366194 -0.388792 -0.84 -1.30 0.79
C -0.111427 -0.529387 -0.332231 1.99 -0.99 0.71
C 0.035862 -1.818813 0.342945 2.16 1.63 -0.58
N -1.115250 -2.744394 0.398237 0.62 1.31 1.68
C -1.638795 -2.561390 1.505908 -1.06 -0.24 0.62
S -2.376168 -2.324011 2.899668 1.05 -0.44 -1.74
N -1.349407 -0.150378 -0.949058 1.05 0.69 1.21
C -1.816568 1.158332 -0.550975 -1.48 2.26 0.66
C -3.194529 1.343804 -0.041098 1.52 1.59 -0.53
C -4.224742 0.197352 0.150742 0.00 -0.04 1.17
C -4.792636 0.222893 1.649979 0.28 -0.38 0.20
N -6.243983 0.559150 1.717239 0.11 -0.64 0.81
C -3.565275 2.712094 0.331740 0.91 0.18 -0.31
C -2.691443 3.870910 0.229074 1.22 -2.04 -0.80
C -1.325437 3.694401 -0.274023 -0.92 -1.10 0.31
C -0.358960 4.940569 -0.359949 -1.01 -0.69 -0.07
C 0.287367 5.135641 -1.788625 0.83 0.29 0.06
O 1.723964 4.927655 -1.636055 -0.39 -0.20 -0.49
C 0.147033 6.617240 -2.346942 0.40 -0.27 -0.63
N 0.982775 7.591421 -1.604548 -0.92 -0.35 -0.20
C -0.922729 2.338785 -0.647096 -1.24 -0.81 0.55
S 0.769210 1.952780 -1.247301 -0.52 -0.73 0.87
H 3.866083 -1.115357 2.616309 0.11 -0.76 -0.84
H 4.638856 -0.984575 0.994024 -0.88 -0.50 0.52
H 4.006179 -3.662047 0.678131 0.37 0.67 0.63
H 3.862017 -3.554858 2.501031 0.37 0.16 -1.25
H 6.421543 -3.830515 1.154341 -0.41 0.64 1.02
H 6.311397 -2.079786 1.764790 -0.26 -1.25 -0.05
H 3.182407 0.744723 0.132291 -0.76 -0.92 0.25
H -2.054202 -0.876688 -0.821064 0.20 0.38 -0.09
H -5.107428 0.245406 -0.536451 0.95 0.24 0.46
H -3.787744 -0.835490 0.014914 -0.20 1.17 -0.07
H -4.619062 -0.800817 2.096736 -0.17 1.10 -0.47
H -4.244843 0.942004 2.310511 -0.14 -0.60 -0.83
H -6.703638 -0.293344 2.062907 -0.07 0.56 -0.46
H -6.417532 1.229645 2.476570 0.23 -0.23 -0.53
H -4.593507 2.893374 0.742776 1.06 -0.34 -0.51
H -2.984927 4.908419 0.534791 0.02 -1.29 -0.31
H -0.996631 5.838146 -0.102376 0.74 -0.90 -0.19
H 0.443625 4.818286 0.423380 -0.69 0.22 -0.96
H -0.078217 4.365290 -2.525351 -0.07 0.90 0.71
H 2.006102 4.184095 -2.192492 -0.24 0.37 0.31
H 0.532957 6.641809 -3.409239 -0.48 -0.24 1.05
H -0.924356 6.955624 -2.411706 0.91 -0.40 0.36
H 1.942835 7.575940 -1.942817 -0.36 -0.29 0.44
H 0.938262 7.395825 -0.603002 0.33 0.17 -0.43
C -5.395223 -0.836618 -3.969962 0.27 0.16 -0.04
O -4.809981 -0.005000 -2.975322 0.06 -0.01 0.01
H -6.323512 -1.248559 -3.577321 0.07 0.08 0.06
H -5.611948 -0.249199 -4.865594 -0.10 -0.16 -0.08
H -4.714463 -1.654769 -4.218772 -0.15 -0.09 -0.12
H -3.991586 0.347985 -3.343471 -0.10 0.03 0.15
C 2.957336 -1.970190 -3.375009 -0.08 0.18 0.30
O 2.807392 -0.602224 -3.023824 0.07 0.05 -0.03
H 3.189708 -2.034065 -4.437030 -0.01 0.08 0.06
H 3.774504 -2.415254 -2.800151 -0.01 -0.20 -0.10
H 2.026911 -2.509501 -3.176709 0.07 -0.18 -0.08
H 2.602395 -0.571042 -2.080828 -0.02 0.04 -0.16
C 3.040979 -6.772976 3.615925 -0.22 0.07 -0.23
O 3.385783 -6.708804 2.236066 0.05 0.04 -0.11
H 3.952824 -6.888158 4.199218 0.00 0.03 -0.13
H 2.536160 -5.850343 3.914741 0.01 -0.06 0.23
H 2.386946 -7.629967 3.796559 0.01 0.03 0.20
H 2.565374 -6.606935 1.740861 0.16 -0.02 0.02
```
Positions in Å, forces in eV/Å.